No. 1
Molecular formula: C3H10OS
Method: DFT, ωB97M-V/def2-TZVPD

XYZ file:
```
15
Properties=species:S:1:pos:R:3:nbo_charge:R:1
C -1.2131 3.8987 -0.6383 -0.625
C -0.9068 2.4129 -0.8950 -0.502
S -0.0214 1.6799 0.5750 0.180
C 0.0000 0.0000 0.0000 -0.766
H -1.7279 3.9280 0.3368 0.216
H -1.8750 4.3455 -1.3992 0.213
H -0.2952 4.5064 -0.5699 0.210
H -0.3612 2.2185 -1.8384 0.205
H -1.8850 1.8989 -0.9599 0.203
H -0.9030 -0.3468 -0.5301 0.218
H 0.1966 -0.6826 0.8438 0.233
H 0.8551 -0.0447 -0.6953 0.213
O 1.8017 6.7695 -2.1272 -0.939
H 0.8305 6.6217 -2.0708 0.469
H 2.0505 6.4439 -3.0218 0.470
```

Output
SMILES string   CCSC.O
LUMO energy   0.02752 Ha
E_HOMO   -8.502 eV

---

No. 2
Molecular formula: C5H8N2
Method: DFT, ωB97M-V/def2-TZVPD

XYZ file:
```
15
Properties=species:S:1:pos:R:3:nbo_charge:R:1
C 1.9329 -0.7959 -0.5408 -0.640
C 0.6851 -0.2580 0.1343 -0.132
C 0.4893 0.2891 1.4414 -0.059
N -0.7380 0.7079 1.4774 -0.494
C -1.4017 0.6341 0.3146 -0.158
C -0.5507 0.0651 -0.5542 0.084
N -0.6401 -0.4920 -1.8927 -0.809
H 2.1435 -0.0722 -1.4648 0.199
H 2.9559 -0.5725 -0.0164 0.226
H 1.7592 -1.8513 -0.8020 0.232
H 1.0749 0.4242 2.4119 0.210
H -1.2298 0.5513 2.5456 0.408
H -2.4019 0.8395 0.1480 0.207
H -1.6096 -0.3478 -2.2384 0.364
H 0.0254 -0.0896 -2.4491 0.362
```

Output
SMILES string   Cc1c[nH]cc1N
LUMO energy   0.03388 Ha
E_HOMO   -7.980 eV

---

No. 3
Molecular formula: C5H9N
Method: DFT, ωB97M-V/def2-TZVPD

XYZ file:
```
15
Properties=species:S:1:pos:R:3:nbo_charge:R:1
C -0.6690 1.4998 -0.2311 -0.630
C -0.5723 0.0626 0.2989 -0.116
C -0.7705 -0.9792 -0.7965 -0.680
C 1.0938 -0.1151 1.1481 -0.535
C 1.8039 -0.8870 0.1744 0.298
N 1.9415 -1.5302 -0.7826 -0.371
H -0.1000 2.1605 0.4218 0.206
H -1.6945 1.8988 -0.2842 0.222
H -0.2543 1.5742 -1.2447 0.213
H -1.2035 -0.1085 1.1693 0.207
H -1.1261 -0.5919 -1.7616 0.219
H -1.3547 -1.8583 -0.5007 0.217
H 0.2582 -1.3439 -1.0498 0.261
H 1.0874 -0.6514 2.1198 0.246
H 1.5603 0.8695 1.3188 0.242
```

Output
SMILES string   CC(C)CC#N
LUMO energy   0.03486 Ha
E_HOMO   -10.580 eV

---

No. 4
Molecular formula: C5H9NO
Method: DFT, ωB97M-V/def2-TZVPD

XYZ file:
```
16
Properties=species:S:1:pos:R:3:nbo_charge:R:1
C -1.2843 -1.4208 -1.5448 -0.868
C 0.0643 -0.2645 0.5313 -0.381
C 0.0676 0.7337 -0.5151 0.357
O -0.8898 1.4453 -0.7630 -0.619
C 0.6838 1.2262 1.3027 -0.528
C 1.9574 0.8240 1.8240 0.256
N 2.9698 0.3694 2.1419 -0.306
H -0.6427 -1.4389 -2.4286 0.214
H -0.8892 -2.1363 -0.8146 0.198
H -2.3077 -1.6914 -1.7730 0.222
H 0.7577 -1.1271 0.4894 0.252
H -0.9032 -0.5691 0.9524 0.243
H 1.0625 0.8021 -0.9909 0.141
H -1.3535 -0.3901 -1.2114 0.236
H -0.1134 1.4206 2.0064 0.279
H 0.8204 2.2169 0.7930 0.303
```

Output
LUMO energy   0.02516 Ha
E_HOMO   -10.051 eV

---

No. 5
Molecular formula: C10H12N2O3
Method: DFT, ωB97M-V/def2-TZVPD

XYZ file:
```
27
Properties=species:S:1:pos:R:3:nbo_charge:R:1
N -2.8663 2.3035 0.1063 -0.820
C -2.0605 2.0132 -1.0322 0.804
O -2.4683 2.0215 -2.1754 -0.622
N -0.7573 1.5458 -0.5856 -0.676
C 0.3032 0.9566 -1.4199 -0.132
C 0.0258 -0.7729 -1.5180 -0.451
C 0.4199 -1.2265 -0.3622 0.077
C -0.8375 -1.3640 0.7612 -0.273
C -0.5541 -1.9743 1.8716 -0.214
C 0.8134 -2.2226 2.4807 -0.207
C 1.9166 -2.0086 1.4372 -0.194
C 1.6542 -1.5594 0.2761 -0.309
C 1.8037 1.3669 -0.9635 0.807
O 2.5432 0.9765 -1.8421 -0.605
O 1.7099 1.7397 0.1042 -0.564
H -2.5591 2.4914 0.9393 0.377
H -3.5480 2.7493 -0.3032 0.379
H -0.4889 1.2986 0.2454 0.378
H -0.1660 1.2686 -2.3029 0.238
H 0.8390 -0.9122 -2.0660 0.226
H -1.1136 -1.0411 -2.0093 0.255
H -1.8408 -1.1007 0.4914 0.216
H -1.3717 -2.0243 2.8665 0.189
H 0.9024 -2.7502 3.3063 0.189
H 2.7803 -2.3658 1.9136 0.221
H 2.2487 -1.4813 -0.5121 0.208
H 2.6716 2.0722 0.2925 0.503
```

Output
SMILES string   NC(=O)N[C@H](Cc1ccccc1)C(=O)O
LUMO energy   0.00413 Ha
E_HOMO   -7.747 eV

---

No. 6
Molecular formula: FH2NS
Method: DFT, ωB97M-V/def2-TZVPD

XYZ file:
```
5
Properties=species:S:1:pos:R:3:nbo_charge:R:1
N -0.2089 0.1110 -0.6393 -0.253
F -1.3112 -0.6065 -0.0797 -0.268
S 1.2765 -0.4387 -0.1867 0.310
H -0.9957 1.7545 -0.1442 0.120
H 1.2392 -0.8203 1.0498 0.091
```

Output
LUMO energy (alpha / beta)   -0.04245 / -0.01701 Ha
E_HOMO (alpha / beta)   -9.723 / -9.531 eV

---

No. 7
Molecular formula: CH8N2P
Method: DFT, ωB97M-V/def2-TZVPD

XYZ file:
```
12
Properties=species:S:1:pos:R:3:nbo_charge:R:1
C 0.9244 0.2497 -1.2321 -0.502
N 1.4144 -0.9592 -1.1532 -0.663
N -1.1342 -0.0382 1.7883 -0.959
P -0.7822 0.6585 -1.2089 0.759
H 1.6465 1.0303 -1.4600 0.234
H 0.8076 -1.7568 -1.0045 0.398
H 2.3972 -1.1478 -1.3054 0.425
H -1.8618 -0.7386 1.9092 0.400
H -0.3202 -0.3466 2.3063 0.403
H -1.4735 0.8223 2.2075 0.402
H -1.0174 0.2069 0.1325 0.086
H -0.6007 2.0193 -0.9796 0.016
```

Output
LUMO energy (alpha / beta)   -0.11580 / -0.29412 Ha
Net charge   +1
E_HOMO (alpha / beta)   -10.680 / -14.952 eV
Multiplicity   3

---

No. 8
Molecular formula: C3H9N2O
Method: DFT, ωB97M-V/def2-TZVPD

XYZ file:
```
15
Properties=species:S:1:pos:R:3:nbo_charge:R:1
N -1.6156 -0.4524 -1.0608 -0.876
C -0.7937 -0.2984 0.0754 -0.059
C 0.3849 -1.2732 0.2426 -0.229
N 1.3371 -0.1411 0.1734 -0.548
C 0.1972 0.9620 0.0574 0.263
O 0.1761 1.6592 1.1978 -0.687
H -2.5561 -0.0962 -1.3590 0.437
H -1.0933 -0.6160 -2.0123 0.373
H -1.3950 -0.2860 1.0550 0.247
H 0.5141 -1.7178 1.2174 0.239
H 0.3887 -1.9856 -0.4737 0.240
H 1.7758 0.1382 1.0473 0.447
H 2.0102 -0.0936 -0.5749 0.438
H 0.2766 1.6219 -0.7533 0.200
H 0.3931 2.5789 1.1676 0.515
```

Output
SMILES string   N[C@H]1C[NH2+][C@@H]1O
LUMO energy   -0.12343 Ha
Net charge   +1
E_HOMO   -13.341 eV

---

What did we get for max |F|? Answer: 0.0289 0.1655 0.0340 0.0347 0.3876 0.0440 0.0733 0.0862 hartree/bohr, in the order shown.
What did we get for energy above the lowest of the compared OMol25 structures with the same formula, charge and spin? Answer: 27.8 206.5 164.7 383.7 724.8 344.7 17.8 269.7 kJ/mol, in the order shown.